# C31H28N4OPbSi

C31H28N4OPbSi as an isolated structure in a non-equilibrium geometry (the ωB97M-V functional and the def2-TZVPD basis, the OMol25 dataset).

Last column: Löwdin charge in e.
Element x y z (Å)
Pb (0.30691, 2.15432, 0.56730)  1.48
N (-3.38279, -6.25748, 5.69015)  0.19
C (-2.96669, -5.37582, 5.08295)  -0.17
C (-2.46678, -4.26543, 4.32773)  -0.21
C (-2.44879, -4.32313, 2.93524)  0.00
C (-1.98891, -3.23684, 2.21198)  -0.01
C (-1.55217, -2.09198, 2.87067)  -0.22
C (-1.56683, -2.03940, 4.26065)  0.00
C (-2.01811, -3.12487, 4.99159)  0.01
C (-1.07462, -0.91116, 2.09282)  -0.04
C (-1.99429, 0.11605, 1.92612)  -0.25
C (-3.34110, 0.10752, 2.40896)  0.03
C (-3.91369, 1.28959, 2.02138)  -0.03
C (-2.91537, 1.99571, 1.31054)  -0.16
N (-1.78127, 1.30932, 1.23494)  -0.13
C (0.24369, -0.98607, 1.60131)  -0.25
C (1.06723, -2.14016, 1.66946)  0.02
C (2.25006, -1.84694, 1.02489)  -0.04
C (2.13916, -0.51913, 0.59459)  -0.17
N (0.95502, 0.01205, 0.93770)  -0.12
H (-2.79716, -5.21287, 2.42935)  0.13
H (-1.97909, -3.26654, 1.12881)  0.11
H (-1.22168, -1.14859, 4.77064)  0.13
H (-2.02904, -3.09296, 6.07215)  0.13
H (-3.79869, -0.68801, 2.97357)  0.13
H (-4.91654, 1.63469, 2.21183)  0.11
H (-3.01178, 2.97607, 0.86088)  0.12
H (0.79340, -3.06500, 2.14871)  0.13
H (3.09877, -2.49312, 0.87322)  0.11
H (2.86865, 0.06848, 0.05740)  0.08
C (3.62815, 4.59589, -1.78637)  -0.14
Si (3.57279, 2.92682, -0.92342)  0.46
C (3.47938, 3.18082, 0.93975)  -0.21
C (5.02884, 1.78473, -1.27272)  -0.14
N (2.03176, 2.11094, -1.38595)  -0.01
C (1.69793, 1.69503, -2.55829)  -0.23
C (2.53851, 1.83153, -3.73311)  0.04
C (2.15160, 1.35488, -4.93504)  0.01
C (0.88844, 0.71220, -5.07392)  0.09
C (0.03936, 0.53809, -3.99996)  0.05
C (0.39863, 1.01868, -2.75030)  -0.12
O (-0.41604, 0.95524, -1.70339)  -0.05
C (-1.46686, -0.00372, -1.72134)  -0.27
C (-2.77437, 0.43844, -1.68587)  -0.01
C (-3.79308, -0.50044, -1.66097)  -0.03
C (-3.49681, -1.85724, -1.67564)  -0.04
C (-2.17427, -2.28060, -1.71914)  -0.05
C (-1.14748, -1.35151, -1.74175)  -0.01
H (4.46356, 5.16070, -1.36809)  0.06
H (2.71308, 5.15905, -1.59486)  0.05
H (3.77364, 4.53062, -2.86482)  0.04
H (4.46188, 3.51642, 1.28153)  0.06
H (3.26543, 2.26531, 1.50047)  0.02
H (2.77842, 3.96456, 1.23650)  0.02
H (5.94248, 2.29763, -0.96607)  0.06
H (5.13684, 1.50771, -2.32195)  0.03
H (4.95823, 0.87019, -0.68210)  0.04
H (3.48531, 2.34299, -3.62568)  0.10
H (2.78851, 1.47301, -5.80097)  0.14
H (0.57226, 0.36974, -6.05119)  0.15
H (-0.92414, 0.06673, -4.13206)  0.15
H (-2.98978, 1.49866, -1.70630)  0.13
H (-4.82175, -0.16708, -1.64558)  0.13
H (-4.29816, -2.58302, -1.65758)  0.12
H (-1.94077, -3.33650, -1.74096)  0.12
H (-0.10903, -1.66478, -1.76037)  0.14

For the lowest unoccupied orbital energy, the calculation gives -9.7 eV. The total charge is +2. The HOMO-LUMO gap comes out at 3.5 eV. The energy above the lowest of the compared OMol25 structures with the same formula, charge and spin is 9.87 kcal per mole. The total energy comes out at -1974.14992 a.u. The highest occupied orbital energy is -13.140 eV.